This record from OMol25 describes a cluster of 18 separate species, C20H72IN2O17 in total at a distorted geometry. The level of theory is ωB97M-V/def2-TZVPD.

Results
E: -67777.0218 eV
Gap between HOMO and LUMO: 6.19 eV
Charge: +1

Element x y z (Å)
I (3.93, -2.39, -5.24)
C (1.80, -1.98, -5.01)
C (0.69, -3.19, -4.85)
N (-0.63, -2.48, -4.68)
C (-0.47, -0.97, -4.74)
N (1.00, -0.69, -4.97)
H (0.91, -4.34, -4.85)
H (-1.55, -3.00, -4.55)
H (-1.33, -0.17, -4.63)
H (1.42, 0.27, -5.06)
C (5.71, -5.94, -6.75)
O (4.97, -5.30, -7.77)
H (6.49, -6.56, -7.21)
H (6.18, -5.20, -6.10)
H (5.04, -6.58, -6.16)
H (4.29, -4.76, -7.33)
C (3.82, -0.30, -8.90)
O (2.88, 0.19, -7.97)
H (3.73, 0.26, -9.83)
H (4.83, -0.17, -8.50)
H (3.63, -1.36, -9.09)
H (2.99, -0.32, -7.15)
C (-0.96, -3.24, -0.99)
O (-0.30, -2.31, -1.84)
H (-0.76, -2.97, 0.05)
H (-2.03, -3.21, -1.18)
H (-0.57, -4.25, -1.18)
H (-0.49, -2.58, -2.76)
C (1.16, 0.71, 0.25)
O (1.04, -0.36, 1.17)
H (1.65, 1.55, 0.76)
H (1.77, 0.40, -0.60)
H (0.17, 1.02, -0.08)
H (0.61, -1.09, 0.69)
C (-1.51, 2.56, 2.30)
O (-1.79, 1.71, 1.20)
H (-1.04, 3.48, 1.92)
H (-2.43, 2.82, 2.82)
H (-0.82, 2.06, 2.98)
H (-2.21, 0.91, 1.56)
C (-0.20, -1.37, -9.92)
O (0.80, -2.22, -9.41)
H (-0.65, -1.83, -10.80)
H (-0.97, -1.22, -9.15)
H (0.24, -0.41, -10.20)
H (1.19, -1.79, -8.63)
C (-0.36, -0.57, 4.66)
O (-1.26, 0.30, 5.32)
H (-0.44, -0.41, 3.58)
H (0.66, -0.35, 4.98)
H (-0.62, -1.61, 4.89)
H (-1.17, 0.14, 6.27)
C (-4.59, 0.52, 7.18)
O (-3.80, -0.63, 7.43)
H (-4.60, 1.15, 8.07)
H (-4.17, 1.08, 6.34)
H (-5.62, 0.21, 6.94)
H (-3.81, -1.16, 6.61)
C (0.01, 4.03, 6.29)
O (-0.28, 3.18, 5.20)
H (0.48, 4.95, 5.92)
H (-0.92, 4.29, 6.81)
H (0.70, 3.53, 6.98)
H (-0.69, 2.38, 5.56)
C (-0.65, -6.32, 1.20)
O (-1.88, -5.62, 1.08)
H (0.15, -5.72, 0.76)
H (-0.43, -6.49, 2.26)
H (-0.72, -7.27, 0.67)
H (-2.56, -6.18, 1.48)
C (-2.44, 6.57, 4.58)
O (-1.41, 5.74, 4.07)
H (-2.57, 7.43, 3.93)
H (-3.38, 6.00, 4.62)
H (-2.17, 6.91, 5.59)
H (-1.32, 4.98, 4.67)
C (1.75, 5.50, 1.87)
O (0.52, 6.20, 1.76)
H (2.55, 6.10, 1.43)
H (1.97, 5.33, 2.93)
H (1.68, 4.55, 1.34)
H (-0.16, 5.64, 2.16)
C (3.03, -2.83, 2.82)
O (2.99, -1.56, 3.45)
H (3.94, -3.35, 3.12)
H (2.15, -3.41, 3.12)
H (3.03, -2.69, 1.74)
H (2.17, -1.12, 3.16)
C (7.55, -9.60, -6.35)
O (6.65, -8.73, -5.69)
H (7.47, -9.44, -7.43)
H (8.58, -9.38, -6.03)
H (7.30, -10.63, -6.11)
H (6.75, -8.89, -4.73)
C (0.31, 9.94, 0.70)
O (1.27, 9.12, 0.07)
H (0.42, 10.97, 0.34)
H (-0.70, 9.58, 0.45)
H (0.45, 9.91, 1.78)
H (1.15, 8.22, 0.40)
C (-4.15, 5.91, 1.00)
O (-4.20, 5.19, 2.21)
H (-5.14, 5.89, 0.53)
H (-3.87, 6.95, 1.20)
H (-3.43, 5.45, 0.32)
H (-3.31, 5.23, 2.60)
C (-8.62, -1.56, 7.71)
O (-7.97, -0.64, 6.86)
H (-8.43, -1.29, 8.75)
H (-9.70, -1.54, 7.52)
H (-8.23, -2.57, 7.52)
H (-8.16, -0.91, 5.95)



This record from OMol25 describes a structure of composition C20H7F11N4O6S3Sr. The level of theory is ωB97M-V/def2-TZVPD.

Results
E: -102332.4510 eV
Gap between HOMO and LUMO: 6.02 eV
Charge: 0
Energy above the lowest of the compared OMol25 structures with the same formula, charge and spin: 0.4913 eV

Element x y z (Å)
Sr (-0.42, 0.13, -0.85)
O (5.58, 0.50, 4.61)
N (5.28, -0.18, 3.65)
O (6.00, -1.01, 3.13)
C (3.93, 0.00, 3.09)
C (2.96, 0.31, 3.98)
C (1.61, 0.44, 3.54)
C (0.58, 0.73, 4.45)
C (-0.70, 0.85, 3.99)
C (-0.93, 0.67, 2.62)
N (0.02, 0.40, 1.75)
C (1.29, 0.27, 2.19)
C (2.34, -0.06, 1.25)
N (1.99, -0.24, -0.04)
C (2.92, -0.54, -0.92)
C (4.27, -0.67, -0.58)
C (4.65, -0.50, 0.72)
C (3.67, -0.20, 1.69)
H (3.21, 0.45, 5.02)
H (0.81, 0.86, 5.50)
H (-1.53, 1.06, 4.65)
H (-1.93, 0.76, 2.22)
H (2.60, -0.69, -1.94)
H (5.00, -0.91, -1.34)
H (5.68, -0.61, 1.02)
F (-1.80, 1.78, -5.86)
C (-2.61, 1.23, -4.97)
F (-3.72, 1.94, -4.85)
F (-2.90, -0.01, -5.35)
S (-1.75, 1.13, -3.34)
O (-0.49, 0.43, -3.54)
O (-2.62, 0.43, -2.41)
N (-1.59, 2.65, -3.05)
S (-0.69, 3.34, -1.97)
O (-0.86, 4.75, -1.99)
O (-0.71, 2.66, -0.68)
C (1.06, 3.06, -2.48)
F (1.22, 3.18, -3.79)
F (1.43, 1.80, -2.11)
F (1.85, 3.91, -1.84)
F (-6.48, -3.02, -0.60)
C (-5.15, -2.93, -0.52)
C (-4.55, -1.76, -0.09)
F (-5.30, -0.71, 0.25)
C (-3.17, -1.70, -0.01)
F (-2.64, -0.51, 0.40)
C (-2.32, -2.75, -0.34)
S (-0.57, -2.67, -0.22)
C (-2.97, -3.91, -0.77)
F (-2.26, -4.98, -1.12)
C (-4.35, -4.01, -0.86)
F (-4.92, -5.14, -1.28)